Entry 1:
DFT (ωB97M-V/def2-TZVPD) results for a structure of composition C24H24ClHgN7O4P.

**Electronic energy**: -2568.07005 a.u.
**Net charge**: 0
**Relative energy (zero: lowest compared OMol25 entry of this formula, charge and spin)**: 9.83 kcal per mole
**HOMO (alpha / beta)**: -6.83 / -7.96 eV
**Frontier orbital gap (alpha / beta)**: 7.214 / 6.924 eV
**2S+1**: 2

XYZ file:
```
62
C24H24ClHgN7O4P (ωB97M-V/def2-TZVPD)
Hg -1.42 1.35 -0.34
Cl -1.89 -0.48 2.36
P 0.95 0.07 1.22
O -3.34 3.69 0.80
O -2.30 -2.29 0.03
O -1.80 0.65 -3.36
O -3.24 5.76 0.25
N -2.92 4.59 0.10
N -2.04 -0.83 -1.68
N -0.70 4.51 -2.63
N -2.08 4.22 -0.86
N -1.87 6.34 -1.86
N -2.87 -2.99 -2.05
N -0.34 3.16 -2.57
C 0.74 -0.48 2.95
C -2.38 -2.01 -1.15
C 0.85 -1.44 0.22
C -0.56 -0.61 3.46
C 0.48 -3.78 -0.13
C 0.61 -3.60 -1.49
C -3.02 -2.69 -3.36
C -0.78 -0.86 4.80
C -2.13 -0.48 -2.98
C 0.98 -1.26 -1.15
C -1.57 5.04 -1.76
C 4.42 2.16 1.53
C 0.30 -1.01 5.66
C -2.66 -1.50 -3.87
C 1.81 -0.64 3.83
C 0.59 -2.71 0.74
C -3.23 -4.28 -1.50
C 5.40 1.27 1.13
C 2.74 0.46 1.18
C 0.86 -2.34 -2.01
C 5.06 -0.02 0.76
C 3.09 1.76 1.54
C 3.73 -0.43 0.77
C 1.59 -0.91 5.17
H -1.37 6.96 -2.47
H 5.82 -0.72 0.44
H -2.36 -4.95 -1.52
H 6.44 1.58 1.11
H -3.52 -4.12 -0.47
H -3.44 -3.48 -3.98
H -1.80 -0.92 5.17
H 4.68 3.17 1.81
H -4.04 -4.73 -2.06
H 0.93 -2.19 -3.08
H 2.44 -1.04 5.83
H -0.44 5.07 -3.44
H 0.51 -4.45 -2.16
H -2.48 6.70 -1.13
H 0.12 -1.19 6.71
H -0.91 2.54 -3.14
H 3.47 -1.43 0.48
H 0.27 -4.76 0.27
H 2.32 2.44 1.84
H 0.65 3.04 -2.76
H 0.46 -2.84 1.80
H 1.16 -0.27 -1.54
H 2.82 -0.54 3.46
H -2.78 -1.26 -4.92
```

These are the Löwdin partial charges, in e, on atoms 1 to 2: 0.87 0.70

=====

Entry 2:
DFT (ωB97M-V/def2-TZVPD) results for a structure of composition C24H24ClMnN6O6S.

**Electronic energy**: -3718.50659 a.u.
**Net charge**: -1
**Relative energy (zero: lowest compared OMol25 entry of this formula, charge and spin)**: 19.91 kcal per mole
**HOMO (alpha / beta)**: -4.25 / -4.27 eV
**Frontier orbital gap (alpha / beta)**: 6.329 / 6.350 eV
**2S+1**: 2

XYZ file:
```
63
C24H24ClMnN6O6S (ωB97M-V/def2-TZVPD)
Mn -0.87 1.04 -0.01
Cl 7.49 -0.04 1.81
S -2.55 1.44 -1.74
O -2.02 1.85 1.51
O 0.88 0.94 1.31
O 1.40 0.93 -0.83
O -2.86 6.24 1.65
O -1.66 7.48 0.23
O -2.98 3.75 2.24
N -0.51 3.15 -0.28
N -0.38 5.26 -0.80
N -0.96 -1.15 0.29
N -0.57 -1.10 -1.00
N 0.69 -2.43 0.13
N -0.23 -1.95 0.98
C 1.72 0.89 0.38
C 0.91 -5.21 -1.07
C 1.66 -3.42 0.56
C -3.63 -1.08 -2.13
C -4.39 0.08 -0.18
C -5.20 -2.14 -0.65
C -3.59 0.07 -1.33
C -4.42 -2.17 -1.80
C 0.47 -1.89 -1.08
C 0.06 4.01 -1.08
C 5.82 0.25 1.39
C 3.56 0.61 2.07
C 5.46 0.33 0.06
C 1.17 -4.86 0.40
C 3.17 0.69 0.74
C 4.13 0.56 -0.26
C -1.37 3.85 0.53
C -0.05 -5.15 1.26
C 1.05 3.71 -2.15
C -5.18 -1.01 0.16
C -1.96 6.40 0.71
C -2.20 3.10 1.51
C 4.88 0.39 2.41
C -1.30 5.18 0.22
H 0.91 2.68 -2.48
H 0.15 -4.96 2.31
H 0.94 4.39 -2.99
H 3.81 0.63 -1.29
H -0.36 -6.19 1.15
H -3.01 -1.10 -3.02
H 0.62 -6.26 -1.16
H -0.89 -4.52 0.97
H 5.19 0.32 3.44
H -5.77 -0.97 1.06
H 2.00 -5.48 0.75
H 1.09 -2.05 -1.94
H 6.21 0.23 -0.71
H -4.42 -3.04 -2.44
H -5.81 -2.99 -0.38
H -4.36 0.95 0.46
H -2.98 5.25 1.90
H 0.10 -4.61 -1.48
H 2.07 3.79 -1.76
H -0.14 6.12 -1.25
H 2.56 -3.25 -0.03
H 2.79 0.71 2.83
H 1.89 -3.20 1.60
H 1.80 -5.06 -1.68
```

These are the natural (NBO) partial charges, in e, on atoms 1 to 2: 1.08 -0.03

=====

Entry 3:
DFT (ωB97M-V/def2-TZVPD) results for a structure of composition C24H24ClMnN6O6S.

**Electronic energy**: -3718.59169 a.u.
**Net charge**: -1
**Relative energy (zero: lowest compared OMol25 entry of this formula, charge and spin)**: 2.68 kcal per mole
**HOMO (alpha / beta)**: -4.31 / -4.73 eV
**Frontier orbital gap (alpha / beta)**: 6.561 / 6.979 eV
**2S+1**: 6

XYZ file:
```
63
C24H24ClMnN6O6S (ωB97M-V/def2-TZVPD)
Mn 0.34 1.12 -0.67
Cl 0.60 -7.51 -0.09
S 0.80 2.43 -2.75
O 6.11 0.39 2.55
O 2.06 1.79 3.17
O 4.40 1.34 3.65
O 0.67 1.78 1.40
O -0.49 -0.90 0.37
O 0.72 -0.97 -1.48
N -1.91 1.70 0.10
N -3.11 0.34 -1.10
N -2.09 1.12 -1.11
N 2.57 0.88 -0.22
N -3.65 0.42 0.12
N 4.64 0.30 0.18
C -4.82 -1.72 0.29
C 0.47 -5.77 -0.21
C 3.67 0.38 -0.76
C -3.68 -2.27 1.13
C 1.81 5.19 0.06
C -0.03 -3.67 0.80
C -4.91 -0.23 0.45
C 2.85 1.12 1.09
C 1.77 1.62 1.97
C 0.15 -1.52 -0.51
C -0.51 5.49 -0.43
C 0.68 -3.78 -1.49
C 0.78 -5.15 -1.41
C 1.87 4.18 -0.88
C -4.70 -2.14 -1.17
C -0.44 4.48 -1.37
C 4.97 0.81 2.58
C 0.08 -5.05 0.91
C -2.88 1.23 0.86
C 0.75 3.79 -1.62
C 4.14 0.77 1.36
C 0.61 5.86 0.30
C 3.83 -0.01 -2.18
C 0.26 -3.03 -0.40
H -0.13 -5.56 1.83
H -5.78 -2.08 0.68
H 1.09 -5.75 -2.25
H 2.85 -0.26 -2.58
H 2.69 5.44 0.63
H 4.48 -0.88 -2.26
H -5.52 -1.76 -1.77
H -0.32 -3.07 1.64
H 0.56 6.64 1.04
H -1.46 5.99 -0.26
H -3.80 -2.02 2.18
H -5.13 0.03 1.49
H 0.92 -3.26 -2.41
H 4.24 0.81 -2.77
H -3.76 -1.78 -1.61
H 5.59 -0.05 0.07
H -4.71 -3.22 -1.23
H -2.72 -1.87 0.81
H 2.80 3.65 -1.04
H -5.68 0.22 -0.19
H -1.33 4.19 -1.92
H 3.45 1.67 3.44
H -3.05 1.45 1.89
H -3.65 -3.36 1.05
```

These are the natural (NBO) partial charges, in e, on atoms 1 to 2: 1.34 -0.03

=====

Entry 4:
DFT (ωB97M-V/def2-TZVPD) results for a structure of composition C24H24ClO4PRuSe4.

**Electronic energy**: -11732.17492 a.u.
**Net charge**: -1
**Relative energy (zero: lowest compared OMol25 entry of this formula, charge and spin)**: 37.34 kcal per mole
**HOMO (alpha / beta)**: -3.66 / -3.60 eV
**Frontier orbital gap (alpha / beta)**: 5.743 / 5.658 eV
**2S+1**: 2

XYZ file:
```
59
C24H24ClO4PRuSe4 (ωB97M-V/def2-TZVPD)
Ru -0.08 -0.08 -0.30
Se -0.93 2.19 0.69
Se -1.88 -0.51 -1.92
Se 0.83 -0.48 2.08
Se -0.14 -2.45 -0.68
Cl 6.48 3.43 -0.72
P -0.80 0.87 2.37
O 2.08 -0.45 -0.90
O 1.54 -1.77 -5.13
O 0.58 1.63 -2.06
O -2.59 -2.92 -4.53
C 3.92 2.68 -1.27
C -0.68 1.64 6.38
C -4.72 0.01 3.14
C 2.99 0.43 -0.86
C 0.59 -2.72 -2.48
C -0.71 1.74 3.97
C 0.35 -2.54 -4.97
C -2.53 -1.33 2.08
C -0.42 3.75 5.26
C -0.77 -0.89 -3.48
C -1.56 -3.30 -3.62
C -4.86 -1.29 2.66
C -0.50 3.02 6.43
C 5.13 2.30 -0.78
C -0.52 3.11 4.03
C -3.49 0.64 3.07
C -0.36 -2.36 -3.62
C -3.77 -1.96 2.13
C 1.62 2.26 -1.90
C -0.78 1.00 5.16
C 2.85 1.77 -1.32
C 5.31 0.99 -0.31
C -2.38 -0.03 2.54
C 4.29 0.09 -0.35
H -1.32 -0.53 -4.36
H -0.91 -0.07 5.11
H -0.27 4.82 5.29
H -1.23 -4.30 -3.94
H 3.77 3.70 -1.63
H -3.39 1.66 3.42
H -0.36 -2.31 -5.78
H 1.49 -2.11 -2.53
H 6.28 0.70 0.08
H -0.42 3.52 7.39
H -1.67 -1.86 1.68
H -0.45 3.67 3.10
H -5.83 -1.78 2.71
H -5.57 0.53 3.55
H 0.66 -3.58 -5.08
H 4.42 -0.92 0.02
H -0.74 1.07 7.29
H 1.66 3.31 -2.24
H -1.97 -3.39 -2.61
H -3.87 -2.97 1.76
H -3.04 -2.16 -4.13
H 0.88 -3.77 -2.55
H 1.33 -0.85 -4.93
H 0.11 -0.26 -3.35
```

These are the natural (NBO) partial charges, in e, on atoms 1 to 2: 0.38 -0.35

=====

Entry 5:
DFT (ωB97M-V/def2-TZVPD) results for a structure of composition C24H24N10O4PrS2Se.

**Electronic energy**: -5492.51920 a.u.
**Net charge**: -1
**Relative energy (zero: lowest compared OMol25 entry of this formula, charge and spin)**: 26.93 kcal per mole
**HOMO**: -4.05 eV
**Frontier orbital gap**: 4.115 eV
**2S+1**: 3

XYZ file:
```
66
C24H24N10O4PrS2Se (ωB97M-V/def2-TZVPD)
Pr -0.05 0.55 -0.82
Se 5.94 -3.70 3.47
S 1.09 4.62 -0.13
S -2.11 2.08 1.42
O -1.31 -2.76 -3.27
O 1.11 1.82 -3.18
O -0.61 -0.85 -2.48
O 2.29 0.72 -1.67
N 5.34 -1.98 3.67
N 1.17 -1.78 -0.11
N -2.89 0.20 -1.06
N -4.16 3.67 -4.60
N 1.76 0.47 1.33
N -1.99 4.19 -3.47
N 4.82 -4.08 2.08
N 2.03 6.65 1.58
N -1.28 2.72 -1.58
N -1.24 -0.76 1.42
C 2.74 -4.06 0.12
C 2.52 -0.63 1.50
C 1.68 5.76 0.83
C -1.60 3.51 -2.42
C 4.12 -2.99 1.82
C 4.39 -1.82 2.71
C 0.95 -2.86 -0.88
C -1.98 1.06 2.95
C 3.17 1.71 2.81
C 3.05 -2.94 0.85
C 2.23 -1.78 0.71
C 1.74 -4.02 -0.84
C 3.61 -0.63 2.47
C 2.20 1.50 -2.64
C -0.95 -1.62 -3.46
C -1.00 -0.97 -4.83
C -2.64 -1.24 1.09
C -3.82 1.65 0.74
C -3.96 1.15 -0.73
C -3.16 3.94 -4.00
C 3.91 0.56 3.05
C -1.16 -0.28 2.81
C -2.97 -1.12 -0.40
C 2.14 1.65 1.87
H -1.49 -1.09 3.52
H -4.98 0.73 -0.87
H -2.72 -2.30 1.38
H 1.53 -4.83 -1.51
H -0.11 -0.11 3.04
H -3.97 2.01 -1.36
H 3.39 -4.94 0.19
H -0.37 -0.08 -4.97
H 1.59 2.58 1.56
H -4.00 -1.55 -0.56
H -2.84 0.07 -2.08
H -3.37 -0.67 1.72
H -2.02 -0.67 -5.09
H -4.30 2.62 0.86
H -4.35 1.00 1.45
H 3.08 1.97 -3.14
H -1.57 1.72 3.71
H -0.84 -1.70 -5.65
H 4.81 0.59 3.66
H -2.36 -1.79 -1.02
H 0.12 -2.76 -1.58
H -2.99 0.84 3.27
H 3.31 2.64 3.41
H -0.63 -1.60 1.35
```

These are the natural (NBO) partial charges, in e, on atoms 1 to 2: 1.42 0.86

=====

Entry 6:
DFT (ωB97M-V/def2-TZVPD) results for the molecule C24H24N4O4.

**Electronic energy**: -1448.97872 a.u.
**Net charge**: 0
**Structure (SMILES)**: COc1cc2c(cc1OC)[C@H](C(=O)Nc1cccc(C)n1)[C@@H](c1cccnc1)N(C)C2=O
**Relative energy (zero: lowest compared OMol25 entry of this formula, charge and spin)**: 36.61 kcal per mole
**HOMO**: -8.38 eV
**Frontier orbital gap**: 8.919 eV

XYZ file:
```
56
C24H24N4O4 (ωB97M-V/def2-TZVPD)
O -1.57 -4.08 1.24
O 0.56 1.75 2.41
O -0.98 -3.01 3.52
O 0.82 0.31 -3.00
N 3.50 0.30 -2.42
N -4.74 1.77 -1.49
N -0.27 2.09 0.33
N 1.73 0.10 -0.91
C 4.80 0.40 -2.67
C 5.18 0.51 -4.12
C -0.46 -0.09 1.32
C -1.21 -2.77 1.19
C -0.78 -0.67 0.09
C 0.09 3.49 0.34
C 3.98 0.19 -0.08
C -4.48 1.83 0.87
C -2.55 1.72 -0.54
C -5.25 1.82 -0.28
C 0.71 0.18 -1.81
C -0.51 -0.86 2.49
C -0.89 -2.19 2.44
C -3.10 1.78 0.74
C -1.15 -2.01 0.04
C 5.33 0.29 -0.35
C -0.67 -2.49 4.78
C -1.06 1.63 -0.79
C 5.75 0.39 -1.66
C -0.02 1.32 1.42
C 3.10 0.20 -1.17
C -1.90 -4.73 0.04
C -0.69 0.17 -1.14
C -3.43 1.73 -1.62
H 6.80 0.47 -1.90
H -0.81 2.26 -1.65
H 6.04 0.28 0.46
H 1.49 -0.01 0.06
H -1.34 -1.66 5.06
H 5.81 -0.32 -4.41
H 0.62 3.69 1.28
H -6.33 1.85 -0.23
H -0.80 -3.31 5.48
H 3.60 0.11 0.93
H 5.73 1.43 -4.29
H -2.47 1.80 1.61
H -2.15 -5.75 0.32
H 0.74 3.72 -0.50
H -4.93 1.88 1.85
H 0.37 -2.14 4.83
H -0.80 4.12 0.29
H -3.05 1.69 -2.63
H -1.38 -0.19 -1.91
H 4.28 0.51 -4.72
H -1.06 -4.74 -0.66
H -0.25 -0.37 3.41
H -2.77 -4.27 -0.44
H -1.39 -2.44 -0.92
```

These are the natural (NBO) partial charges, in e, on atoms 1 to 2: -0.47 -0.63